{"formula": "C14H25GeO2PReS2Se", "method": "ωB97M-V with the def2-TZVPD basis set", "homo_ev": [-3.18, -3.14], "spin_multiplicity": 3, "de_lowest_kj_mol": 13.0, "charge": -1, "e_tot_ev": -173972.65509, "elements": ["Re", "C", "C", "O", "P", "S", "S", "O", "C", "C", "H", "H", "H", "H", "H", "H", "H", "H", "H", "H", "C", "Ge", "C", "C", "C", "H", "H", "H", "H", "H", "H", "H", "H", "H", "H", "Se", "C", "C", "C", "C", "C", "C", "H", "H", "H", "H", "H"], "positions_angstrom": [[-0.068515, -0.080903, -0.779894], [-3.828198, 3.059069, 1.773987], [-3.132820, 2.733152, 0.469370], [-1.704618, 2.743538, 0.617900], [-0.880897, 1.508480, 1.222534], [0.982181, 1.706782, 0.569313], [-1.863522, -0.212039, 0.971523], [-0.956723, 1.899263, 2.801421], [-0.483891, 0.974558, 3.798178], [0.983567, 1.168004, 4.114013], [-4.908180, 3.119268, 1.609789], [-3.479881, 4.013974, 2.171377], [-3.630442, 2.287373, 2.518056], [-3.341942, 3.485906, -0.288852], [-3.450029, 1.764735, 0.084596], [-0.682022, -0.047252, 3.469425], [-1.094743, 1.166764, 4.680062], [1.607048, 0.937541, 3.251052], [1.269805, 0.496991, 4.928399], [1.178359, 2.197105, 4.421830], [-1.575746, -0.077365, -5.438458], [-0.402756, -0.903307, -4.100436], [-0.373126, -2.813948, -4.520247], [1.377551, -0.160234, -4.462116], [-1.049041, -0.615188, -2.325918], [-1.131833, -0.203239, -6.431735], [-1.684146, 0.992032, -5.238593], [-2.571097, -0.531127, -5.442135], [-0.002900, -2.975064, -5.537209], [-1.381182, -3.229166, -4.441428], [0.273318, -3.343994, -3.816659], [1.918364, -0.769168, -5.192259], [1.983774, -0.087988, -3.559237], [1.261178, 0.849385, -4.866947], [-2.148784, -0.656068, -2.294146], [2.003293, -1.420881, -1.064115], [2.437707, -1.588406, 0.809504], [1.519528, -2.109644, 1.721597], [1.843568, -2.223800, 3.070508], [3.092858, -1.832225, 3.530726], [4.016016, -1.316111, 2.629203], [3.688592, -1.190366, 1.283897], [0.541314, -2.410015, 1.370404], [1.111431, -2.622159, 3.763764], [3.342526, -1.920003, 4.581840], [4.991531, -0.996331, 2.977279], [4.403520, -0.767926, 0.588839]], "atomic_forces_ev_per_a": [[-0.501, -0.615, 0.055], [-0.087, -0.002, 0.020], [0.163, 0.052, 0.095], [-0.171, 0.006, -0.067], [-0.046, 0.316, 0.078], [0.007, 0.175, 0.143], [0.233, -0.063, -0.306], [0.026, -0.082, 0.189], [-0.039, 0.147, -0.121], [0.064, 0.018, 0.022], [0.048, -0.002, 0.017], [0.002, -0.025, -0.026], [-0.010, 0.006, -0.021], [0.014, 0.059, -0.016], [0.012, -0.063, -0.012], [0.002, -0.049, -0.040], [-0.045, 0.011, 0.039], [-0.013, -0.009, 0.019], [-0.004, 0.022, -0.019], [-0.016, -0.009, -0.004], [-0.139, 0.082, -0.230], [0.230, 0.013, -0.136], [0.039, -0.237, -0.050], [0.108, 0.107, -0.009], [-0.122, 0.265, 0.515], [-0.097, 0.041, 0.029], [0.003, -0.067, -0.026], [0.073, 0.036, 0.007], [-0.031, -0.042, 0.051], [0.061, -0.008, -0.012], [-0.038, 0.038, -0.048], [-0.062, 0.042, 0.016], [-0.012, -0.030, -0.007], [0.037, -0.058, 0.007], [-0.047, 0.118, 0.027], [0.344, -0.300, -0.061], [0.077, 0.139, 0.035], [0.070, 0.037, 0.101], [-0.026, -0.004, -0.135], [0.031, 0.011, -0.044], [-0.074, -0.001, -0.053], [-0.005, -0.041, 0.042], [-0.039, -0.028, -0.016], [-0.014, -0.002, -0.012], [-0.001, 0.001, -0.020], [-0.001, 0.000, -0.017], [-0.004, -0.002, 0.002]]}

{"formula": "C14H25I2LaOP2", "method": "ωB97M-V with the def2-TZVPD basis set", "homo_ev": [-13.20, -13.20], "de_lowest_kj_mol": 0.0, "charge": 2, "e_tot_ev": -52594.44717, "elements": ["I", "I", "La", "P", "C", "C", "H", "H", "H", "H", "H", "H", "C", "H", "H", "H", "P", "C", "C", "H", "H", "H", "C", "H", "H", "H", "H", "H", "H", "C", "O", "C", "C", "C", "C", "C", "C", "C", "H", "H", "H", "H", "H", "H", "H"], "positions_angstrom": [[-2.599716, -0.202134, -4.340921], [1.026606, -0.674660, -3.926938], [-1.082889, -0.063427, -1.831215], [0.556526, 2.298522, -1.554662], [2.297169, 2.769958, -1.568073], [-0.028205, 2.901460, -3.191332], [0.232237, 3.960384, -3.283983], [0.107355, 4.544862, -0.857594], [-1.123274, 2.778068, -3.231675], [-1.274254, 3.441117, -0.516656], [2.856167, 2.234166, -2.349625], [0.460172, 2.322989, -3.989150], [-0.183304, 3.568013, -0.457655], [2.409230, 3.849465, -1.755274], [0.205116, 3.414899, 0.559103], [2.775353, 2.547420, -0.600855], [-1.210260, -2.791004, -0.837232], [-0.125546, -4.198867, -0.554308], [-2.479590, -3.033022, 0.475008], [-2.967635, -2.574152, -2.462617], [-2.626517, -4.298553, -2.104483], [-1.492829, -3.385711, -3.170154], [-2.173057, -3.324291, -2.307394], [-3.251982, -2.267389, 0.317190], [-2.899582, -4.034314, 0.329695], [-0.713287, -5.121623, -0.450601], [0.458994, -4.068785, 0.368109], [-1.983327, -2.936865, 1.451314], [0.574297, -4.342025, -1.388735], [1.268137, -0.806060, -0.918098], [2.359763, -1.135454, -0.734760], [-0.851291, 0.436615, 1.523741], [0.193342, 0.497899, 2.484402], [1.422982, 1.205863, 2.260925], [2.335876, 1.348682, 3.308433], [2.077384, 0.776852, 4.573750], [0.901239, 0.031348, 4.781636], [-0.007646, -0.134093, 3.752706], [-1.565863, -0.401620, 1.603298], [-1.240326, 1.395788, 1.144774], [1.608530, 1.642795, 1.266150], [3.246591, 1.942728, 3.145108], [2.786314, 0.932353, 5.388848], [0.674625, -0.381176, 5.761400], [-0.953624, -0.667024, 3.888396]], "atomic_forces_ev_per_a": [[-0.714, 0.316, 0.010], [0.341, -0.120, 0.425], [-0.535, -0.089, -1.314], [0.349, 1.193, -0.479], [0.859, -0.057, 0.149], [0.038, -0.256, 0.214], [-0.157, -0.095, -0.035], [-0.203, -0.018, 0.353], [0.281, 0.145, -0.330], [0.205, 0.323, 0.308], [-0.269, 0.036, 0.238], [-0.338, 0.221, 0.219], [0.154, -0.441, -0.270], [-0.186, -0.307, 0.051], [-0.335, 0.330, -0.168], [-0.102, 0.043, -0.307], [-0.779, -1.341, 0.096], [0.793, -0.387, 0.215], [0.472, 0.352, -0.384], [0.236, -0.459, -0.332], [0.055, 0.068, -0.065], [-0.449, 0.114, 0.114], [0.141, 0.337, 0.218], [-0.031, -0.300, 0.372], [-0.057, 0.234, 0.297], [0.006, 0.295, -0.053], [-0.106, -0.017, -0.272], [-0.439, -0.083, -0.132], [-0.153, 0.150, 0.195], [4.046, -1.082, 0.545], [-3.218, 0.933, -0.156], [0.190, 0.473, 3.116], [-0.484, -0.335, -1.682], [0.447, 1.040, 0.760], [-0.220, 0.230, -1.091], [-0.387, 0.020, -0.458], [-0.503, 0.081, -0.124], [0.039, -0.787, 0.305], [0.240, 0.477, 0.010], [0.823, -0.498, -1.131], [0.006, -0.261, 0.660], [-0.424, -0.465, 0.107], [-0.196, -0.109, -0.215], [0.117, 0.043, -0.179], [0.447, 0.049, 0.202]]}

{"formula": "C14H25I3NO5", "method": "ωB97M-V with the def2-TZVPD basis set", "homo_ev": -1.60, "de_lowest_kj_mol": 251.1, "charge": -1, "e_tot_ev": -50943.55706, "elements": ["C", "C", "O", "O", "C", "C", "C", "C", "N", "O", "C", "C", "C", "I", "C", "I", "C", "C", "I", "H", "H", "H", "H", "H", "H", "H", "H", "H", "H", "H", "H", "H", "H", "H", "H", "H", "H", "H", "H", "H", "O", "C", "C", "O", "H", "H", "H", "H"], "positions_angstrom": [[4.383761, -1.132987, 2.952359], [5.259624, -2.028733, 2.033189], [6.290923, -2.458222, 2.436924], [4.856112, -2.366843, 0.757162], [4.669270, -1.190331, -0.086716], [3.346329, -1.401025, -0.883221], [2.484568, -0.075244, -1.023324], [1.315960, -0.210140, -0.024659], [0.281783, 0.905056, -0.110544], [-0.043195, 1.022832, -1.462654], [-0.877322, 0.414738, 0.758249], [-2.138087, 0.012671, -0.036662], [-3.332280, 0.015337, 0.985446], [-2.068400, -2.006458, -0.828688], [0.776882, 2.162990, 0.510085], [2.788933, 2.281957, 1.642983], [0.080756, 3.295880, 0.476843], [0.617844, 4.583285, 1.145554], [-1.869351, 3.496086, -0.458749], [3.329705, -1.240934, 2.629348], [4.694273, -0.086284, 2.739783], [4.559220, -1.421429, 3.998276], [5.499748, -1.243755, -0.823017], [4.691545, -0.245280, 0.485710], [3.550338, -1.848233, -1.878150], [2.701516, -2.147139, -0.365692], [3.122356, 0.814276, -0.882352], [2.160809, -0.061301, -2.084381], [0.752363, -1.125050, -0.327421], [1.628190, -0.399486, 1.017878], [-0.138359, 0.143371, -1.880464], [-1.181417, 1.152073, 1.520651], [-0.555247, -0.484115, 1.324356], [-2.436351, 0.707339, -0.835980], [-4.262096, -0.376449, 0.535631], [-3.443964, 1.036977, 1.409472], [-3.033833, -0.646117, 1.828096], [0.556641, 4.496216, 2.246701], [-0.059671, 5.420419, 0.866461], [1.619892, 4.851814, 0.771242], [-7.387277, -2.654544, -3.546374], [-7.021138, -1.996151, -2.479850], [-5.627411, -1.161254, -2.790394], [-5.245474, -0.511180, -1.717093], [-6.795062, -2.591992, -1.570931], [-7.724254, -1.230243, -2.092671], [-5.854423, -0.553937, -3.688222], [-4.924729, -1.918462, -3.194190]], "atomic_forces_ev_per_a": [[-0.016, -0.249, -1.744], [-0.341, 0.201, 0.575], [0.790, -0.557, 0.336], [-0.063, 1.331, 0.642], [-0.591, -1.184, -1.028], [-0.495, 0.602, 0.303], [0.727, -0.941, -0.474], [0.307, -0.834, -1.162], [0.888, -1.073, 2.312], [-0.316, 1.025, -1.092], [-1.486, -0.949, 0.072], [-1.412, 0.363, 1.036], [0.885, -0.387, 0.300], [0.256, 0.469, -0.184], [-2.182, 1.041, -1.403], [1.924, -0.305, 0.979], [1.474, -0.442, 0.503], [-1.482, 0.301, -0.742], [-0.371, 0.420, -0.153], [0.450, 0.192, 0.495], [-0.325, -0.521, 0.475], [-0.086, 0.198, -0.530], [-0.290, 0.455, 0.640], [-0.098, -0.478, -0.227], [-0.002, 0.415, 0.566], [0.666, 0.332, -0.133], [-0.473, -0.349, 0.163], [-0.276, 0.214, 0.777], [0.200, 0.638, 0.175], [-0.067, 0.706, -0.503], [-0.048, -0.085, 0.615], [0.469, 0.056, -0.758], [0.068, 0.610, -0.409], [0.535, -0.567, 0.078], [0.482, 0.438, 0.016], [-0.138, -0.507, -0.469], [-0.332, 0.277, -0.328], [0.411, -0.066, -0.560], [0.421, -0.495, 0.187], [-0.340, -0.386, 0.444], [0.254, 0.379, 0.560], [-2.054, -1.382, 0.068], [2.112, 1.352, -0.167], [-0.041, -0.246, -0.323], [0.615, -0.223, -0.243], [0.153, 0.455, -0.500], [-0.618, 0.223, 0.284], [-0.143, -0.469, 0.528]]}

{"formula": "C14H25N3O3S", "method": "ωB97M-V with the def2-TZVPD basis set", "homo_ev": -8.13, "smiles": "CCCCCOC[C@H]1C[C@@H](C/C(C)=N/NC(N)=S)C(=O)O1", "de_lowest_kj_mol": 15.1, "charge": 0, "e_tot_ev": -36371.90319, "elements": ["C", "C", "C", "C", "C", "O", "C", "C", "C", "H", "C", "C", "O", "O", "C", "C", "N", "N", "C", "N", "H", "H", "S", "H", "C", "H", "H", "H", "H", "H", "H", "H", "H", "H", "H", "H", "H", "H", "H", "H", "H", "H", "H", "H", "H", "H"], "positions_angstrom": [[5.526057, 1.895651, 0.343533], [4.958498, 0.770876, -0.513129], [3.875851, -0.009833, 0.227011], [3.298228, -1.139280, -0.622277], [2.171054, -1.877625, 0.105140], [1.107417, -1.042223, 0.526180], [0.270139, -0.540127, -0.482486], [-0.776653, -1.568024, -0.955952], [-1.622892, -2.115163, 0.207168], [-1.435657, -3.175672, 0.363542], [-3.070567, -1.837211, -0.196717], [-2.944435, -0.983869, -1.452378], [-3.833366, -0.484819, -2.083795], [-1.667276, -0.921383, -1.853991], [-3.897325, -1.126147, 0.876633], [-3.402368, 0.262538, 1.166021], [-2.770111, 0.848989, 0.232520], [-2.287557, 2.097819, 0.359274], [-1.784385, 2.787515, -0.703803], [-1.827768, 2.202298, -1.906498], [-1.514326, 2.730681, -2.701046], [-2.343744, 1.347765, -2.047499], [-1.136401, 4.281484, -0.434548], [-2.327998, 2.606670, 1.238994], [-3.718233, 0.857391, 2.509256], [-2.807997, 0.955100, 3.103408], [-4.156547, 1.849448, 2.396313], [-4.418312, 0.229213, 3.051209], [-3.894386, -1.720546, 1.792558], [-4.932022, -1.048073, 0.528208], [-3.590109, -2.757244, -0.482127], [-1.358922, -1.584272, 1.121473], [-0.285329, -2.372807, -1.516162], [0.833098, -0.176075, -1.348479], [-0.258448, 0.305268, -0.036319], [2.555271, -2.303592, 1.035644], [1.795566, -2.696918, -0.522632], [2.929872, -0.732679, -1.566610], [4.077043, -1.866420, -0.860328], [4.293155, -0.429349, 1.145132], [3.068267, 0.667288, 0.511261], [4.538583, 1.191984, -1.429516], [5.763216, 0.089606, -0.800493], [4.740262, 2.593884, 0.622455], [6.293563, 2.441615, -0.199984], [5.967984, 1.496287, 1.253853]], "atomic_forces_ev_per_a": [[0.000, -0.129, -0.226], [-0.090, 0.043, 0.324], [0.068, -0.074, -0.456], [-0.348, 0.115, 0.451], [0.249, -0.129, -0.181], [-0.071, -0.019, 0.128], [-0.302, 0.042, -0.289], [0.665, -0.189, 0.540], [0.046, 0.000, -0.099], [0.001, 0.021, 0.062], [0.036, 0.125, 0.081], [-0.545, -0.451, -0.062], [0.034, -0.002, -0.105], [0.099, 0.144, -0.456], [0.079, -0.132, -0.411], [0.030, 0.268, 0.272], [-0.032, -0.427, -0.201], [-0.238, 0.149, 0.722], [0.131, 0.030, -0.283], [-0.220, -0.243, 0.264], [0.015, 0.043, 0.125], [-0.039, -0.082, -0.066], [0.230, 0.580, 0.074], [0.076, -0.076, -0.267], [0.096, 0.149, -0.260], [0.037, 0.016, 0.090], [-0.029, 0.079, 0.058], [-0.030, -0.011, 0.052], [-0.035, 0.006, -0.015], [-0.057, -0.043, 0.112], [0.045, 0.112, -0.060], [0.017, -0.049, 0.044], [-0.109, 0.100, 0.085], [-0.009, 0.040, 0.039], [0.005, -0.024, -0.123], [0.018, -0.076, -0.117], [0.016, -0.008, 0.076], [0.046, -0.038, -0.093], [0.013, -0.051, -0.078], [-0.010, 0.012, 0.120], [0.002, 0.028, 0.090], [0.010, -0.056, -0.078], [0.006, -0.020, -0.097], [-0.052, 0.108, 0.065], [0.087, 0.112, 0.028], [0.060, 0.007, 0.122]]}